1.
18
Properties=species:S:1:pos:R:3:forces:R:3 method="wB97M-V/def2-TZVPD" multiplicity=2 max_force_ha_per_bohr=0.02661 homo_lumo_gap_ev="9.096 / 5.308" total_charge=+1 homo_ev="-13.0 / -13.0" e_tot_ha=-1009.82425 e_above_lowest_kcal_mol=1.5 molar_mass_g_mol=137.27 e_lumo_ev="-3.90 / -7.68"
N 3.541855 -1.233826 0.478719 -0.043 -0.136 -0.080
C 2.601446 -1.491539 -0.596828 0.283 0.478 1.241
C 1.121220 -1.392822 -0.174683 -0.329 0.045 -1.308
S 0.632809 0.384502 -0.347562 -0.388 -0.291 0.620
S -1.344176 0.257754 -0.609375 0.629 -0.144 0.699
C -2.018462 1.581300 0.428095 -0.147 0.946 -0.434
C -3.470988 1.712418 -0.013459 -1.144 0.017 -0.750
H 3.384290 -1.857760 1.257726 0.183 0.046 0.073
H 3.632293 -0.283939 0.807213 -0.138 0.062 -0.110
H 2.852949 -2.483960 -0.962113 -0.439 -0.060 -0.302
H 2.742648 -0.752086 -1.378564 0.333 -0.177 -0.377
H 0.870494 -1.724971 0.829992 0.145 0.170 0.126
H 0.480388 -1.921497 -0.885916 -0.008 -0.107 0.050
H -1.508741 2.519848 0.246539 0.375 0.133 -0.480
H -1.814944 1.439217 1.488516 -0.281 -0.799 -0.035
H -3.774740 0.998903 -0.789894 0.266 -0.393 0.303
H -4.215274 1.613898 0.766165 0.183 -0.107 0.400
H -3.713068 2.634559 -0.544571 0.520 0.315 0.363



2.
6
Properties=species:S:1:pos:R:3:forces:R:3 method="wB97M-V/def2-TZVPD" max_force_ha_per_bohr=0.08630 homo_lumo_gap_ev="6.901 / 6.717" total_charge=0 homo_ev="-11.0 / -10.8" e_tot_ha=-679.00286 e_above_lowest_kcal_mol=93.5 molar_mass_g_mol=95.08 e_lumo_ev="-4.09 / -4.09"
N 0.800220 -1.813694 -1.053528 0.746 -1.687 -0.648
O -0.313985 -1.554465 -0.732919 -2.037 0.263 0.728
O 1.237787 -2.892825 -1.371260 -0.134 -0.685 -0.149
O 1.706601 -0.910053 -1.112925 0.622 4.264 1.061
S 0.802955 1.114498 -0.098614 0.606 -3.529 -0.813
H 0.104029 -0.021221 0.349846 0.197 1.375 -0.179



3.
120
Properties=species:S:1:pos:R:3:forces:R:3 method="wB97M-V/def2-TZVPD" max_force_ha_per_bohr=0.11266 homo_lumo_gap_ev=7.851 total_charge=0 smiles="CCCCN(CCCCO[P@](=O)(O)OCc1cccc(C)c1)C(=S)SCCC.CN(C)P(=O)(N(C)C)N(C)C.CN(C)P(=O)(N(C)C)N(C)C" homo_ev=-8.0 e_tot_ha=-3916.43107 molar_mass_g_mol=806.01 e_lumo_ev=-0.15
C 3.231713 4.281301 1.268064 0.503 0.040 -0.213
C 2.563204 4.236156 -0.110888 -0.022 -0.067 0.384
C 1.037116 4.313523 -0.027196 0.294 0.734 -0.134
C 0.330789 4.148097 -1.392095 0.163 0.276 -0.060
N -0.782729 3.184222 -1.429370 -0.268 -0.188 0.646
C -1.989923 3.713048 -0.784261 -0.355 -0.022 -0.243
C -3.230880 2.842577 -1.078797 0.017 0.681 0.062
C -4.403212 3.640978 -1.709141 -0.283 -0.722 0.315
C -5.535639 3.747619 -0.689154 0.952 0.888 -0.489
O -6.763515 4.204209 -1.317772 -0.458 -0.402 -0.537
P -7.954507 3.198102 -1.041977 0.090 0.160 1.999
O -8.163197 2.974552 0.388142 0.036 -0.357 0.053
O -7.534995 1.835641 -1.788103 -0.563 0.442 -0.447
O -9.246144 3.835993 -1.712718 0.661 -0.302 -1.145
C -10.345802 2.944163 -1.913311 -0.746 -0.283 0.395
C -11.509069 3.231596 -0.989583 -0.034 -0.235 -0.195
C -11.494636 4.239515 -0.043739 0.025 0.172 0.018
C -12.605327 4.439937 0.770206 0.124 -0.210 -0.239
C -13.703620 3.602626 0.650739 -0.109 -0.046 0.122
C -13.717789 2.568832 -0.280543 -0.160 -0.210 -0.538
C -14.887837 1.617942 -0.424623 0.759 0.066 0.262
C -12.620553 2.397882 -1.116463 0.253 0.530 0.358
C -0.450022 1.895975 -1.022495 1.009 -0.091 -0.232
S -0.780174 1.236214 0.423726 -0.436 -0.102 0.069
S 0.363021 0.834046 -2.250277 -0.217 0.357 -0.325
C 2.119798 1.272211 -2.311787 0.792 -0.272 0.331
C 2.975825 0.602335 -1.215627 -0.973 0.073 -0.356
C 2.648795 -0.884526 -1.026581 0.850 0.263 0.164
H 2.697585 4.905114 1.986144 -0.163 -0.093 -0.033
H 3.386964 3.283514 1.680269 -0.271 0.006 0.128
H 4.229216 4.716921 1.173456 0.016 -0.040 0.041
H 2.866247 3.323524 -0.622992 0.079 0.037 -0.030
H 2.949426 5.080120 -0.687923 -0.178 -0.055 -0.214
H 0.662535 3.651784 0.754590 -0.077 -0.226 -0.203
H 0.830627 5.331736 0.318606 -0.196 -0.108 0.194
H 1.058760 3.941217 -2.176401 -0.082 -0.293 0.000
H -0.101443 5.113279 -1.656370 -0.101 -0.089 -0.158
H -1.867830 3.848669 0.295887 0.123 -0.035 -0.010
H -2.169661 4.695819 -1.222990 0.240 0.047 0.013
H -3.547530 2.412203 -0.128302 -0.082 -0.265 -0.139
H -2.981967 2.031652 -1.760127 0.199 -0.063 0.134
H -4.073949 4.620939 -2.050733 -0.135 0.028 -0.086
H -4.791640 3.077303 -2.559021 0.028 0.153 -0.113
H -5.634385 2.780942 -0.202976 -0.397 0.069 0.139
H -5.269347 4.521015 0.031219 -0.173 -0.231 0.325
H -8.120075 1.646102 -2.531165 0.261 -0.169 -0.146
H -10.072606 1.899067 -1.731154 0.263 0.080 0.077
H -10.697454 2.977885 -2.946468 0.282 0.381 -0.083
H -10.620727 4.867999 0.056679 0.002 -0.013 0.004
H -12.592426 5.250549 1.485752 -0.073 -0.042 0.074
H -14.567849 3.729061 1.293026 0.025 0.089 0.003
H -15.790140 2.036228 0.013402 -0.117 -0.133 -0.092
H -14.610957 0.693385 0.088260 -0.311 -0.032 0.115
H -15.023129 1.350779 -1.471170 -0.263 0.130 -0.017
H -12.606824 1.614976 -1.868557 -0.119 -0.049 0.034
H 2.312308 2.341597 -2.315012 -0.294 0.038 -0.109
H 2.472535 0.903951 -3.278059 -0.307 -0.081 -0.085
H 2.774767 1.146195 -0.289485 0.355 -0.068 0.132
H 4.016124 0.730679 -1.519456 0.065 0.107 0.218
H 3.567051 -1.379516 -0.703257 -0.129 -0.183 0.074
H 1.898910 -1.027109 -0.252402 -0.212 -0.077 -0.204
H 2.353769 -1.354990 -1.963189 -0.138 -0.060 0.057
C 3.763632 -6.013366 -4.784145 -0.282 -0.031 0.243
N 5.015338 -5.290777 -4.616164 0.186 -0.451 -0.040
C 5.138421 -4.287660 -5.667549 0.339 0.215 0.105
P 5.409568 -4.620678 -3.072818 -2.481 -5.211 -0.504
O 4.198368 -3.754275 -2.830758 2.305 2.245 0.143
N 5.209727 -5.719096 -1.770218 -0.227 0.397 0.532
C 4.940520 -7.128288 -1.922292 0.493 -0.256 -0.170
C 4.553694 -5.193140 -0.579202 -0.351 0.176 -0.172
N 7.117950 -5.102808 -3.212511 0.298 2.602 -0.076
C 8.040415 -4.005988 -2.879260 -0.093 -0.033 0.395
C 7.658602 -5.879632 -4.316993 -0.195 0.004 -0.496
H 3.693542 -6.383936 -5.809708 0.098 0.124 -0.041
H 2.881012 -5.393774 -4.585490 -0.005 0.022 -0.006
H 3.721285 -6.892442 -4.145487 0.021 0.097 0.083
H 6.096260 -3.761037 -5.585176 -0.050 0.010 0.025
H 4.339895 -3.537837 -5.613983 -0.004 -0.006 -0.030
H 5.115879 -4.761662 -6.651033 -0.028 -0.074 0.043
H 3.870275 -7.326246 -2.072321 0.010 -0.036 0.030
H 5.255851 -7.672957 -1.027268 -0.014 0.067 0.037
H 5.494793 -7.564164 -2.755014 -0.019 0.114 -0.083
H 3.459684 -5.188374 -0.675753 0.000 0.033 0.075
H 4.875153 -4.173943 -0.375941 -0.065 0.010 -0.036
H 4.822958 -5.797073 0.290600 0.070 -0.124 -0.109
H 8.071294 -3.240885 -3.663723 0.146 0.002 -0.008
H 9.051756 -4.382739 -2.721670 -0.036 -0.077 -0.026
H 7.725824 -3.522255 -1.948969 -0.029 -0.005 -0.041
H 7.745518 -5.311153 -5.251174 0.044 -0.071 -0.037
H 7.069951 -6.770418 -4.509428 -0.144 0.098 0.015
H 8.660828 -6.215538 -4.035129 -0.005 0.203 0.162
C 2.191474 0.667390 3.267152 0.230 0.376 -0.086
N 2.429386 -0.636417 3.862724 -0.313 0.190 0.351
C 2.050557 -1.677728 2.911989 0.115 -0.366 0.180
P 3.963769 -0.975827 4.574783 -2.553 5.087 0.565
O 4.880330 -0.692320 3.409178 0.758 -3.045 0.606
N 4.524390 0.240221 5.648978 0.672 0.020 -0.078
C 3.732789 1.358990 6.099937 -0.383 -0.197 0.382
C 5.925770 0.617153 5.522570 0.020 0.081 -0.417
N 3.221699 -1.836217 5.946314 1.228 -2.014 -1.124
C 3.857770 -3.137067 6.204892 0.321 0.184 0.151
C 1.786949 -1.940397 6.162881 -0.370 0.000 -0.388
H 1.167843 0.721388 2.888007 0.007 -0.208 -0.035
H 2.871430 0.887600 2.433961 0.003 -0.023 -0.032
H 2.273563 1.467321 4.000477 0.140 -0.073 0.021
H 2.180918 -2.670596 3.358606 0.038 0.036 -0.022
H 2.657915 -1.639814 2.000188 -0.026 -0.001 -0.010
H 0.996923 -1.581997 2.641399 0.009 0.093 0.027
H 3.743962 2.185974 5.376260 -0.001 0.024 0.037
H 4.123518 1.742465 7.047371 0.068 -0.026 -0.026
H 2.695915 1.077415 6.289763 -0.006 -0.087 -0.116
H 6.091049 1.333996 4.707024 0.083 -0.002 0.021
H 6.546904 -0.255050 5.331206 -0.015 0.028 -0.076
H 6.275657 1.066023 6.455381 -0.170 0.016 0.054
H 3.595586 -3.882251 5.444803 -0.036 -0.103 0.098
H 3.569867 -3.523217 7.183592 -0.054 0.070 0.001
H 4.947035 -3.026930 6.207157 -0.030 0.013 -0.040
H 1.287467 -2.624579 5.466109 -0.076 0.014 0.046
H 1.299279 -0.973040 6.104476 0.093 0.031 -0.144
H 1.624713 -2.317700 7.176942 0.241 -0.096 -0.024